Here is a cluster of 2 separate species, C3H5BrNO2 in total from the Open Molecules 2025 dataset. Energies are from ωB97M-V/def2-TZVPD.

The geometry in XYZ format:
```
12
Properties=species:S:1:pos:R:3:forces:R:3
C 1.79761 2.49800 0.12023 0.1409 -0.2355 0.1586
C -1.26711 -0.59894 0.60867 0.1393 0.0040 -0.2854
C -0.47860 -0.67924 -0.72247 -0.7629 -0.3427 0.3088
N 0.91158 -0.85736 -0.60910 0.9489 1.1753 -0.4561
O 0.85492 2.97765 -0.34315 -0.5699 0.1974 -0.3363
O 2.75859 2.08910 0.60878 0.4312 -0.1556 0.1710
Br 1.35037 -2.52997 0.12962 -0.0828 -0.6771 0.2626
H -0.79523 0.13910 1.26185 -0.0051 0.0211 0.0210
H -2.30762 -0.31772 0.43762 -0.2126 0.0243 0.0199
H -1.23863 -1.56686 1.11039 -0.0168 -0.0103 0.0455
H -0.99686 -1.44253 -1.36159 -0.0279 0.1163 0.0708
H -0.58901 0.28877 -1.24084 0.0179 -0.1171 0.0196
```
Positions in Å, forces in eV/Å.

The value obtained for the gap between HOMO and LUMO is 5.2 eV. As for the molecular weight: 166.982 g mol⁻¹. Its calculated total energy is -2896.56582 Eh. Its charge is -1. Its strongest force on any atom is 0.0307 hartree/bohr. As for the LUMO energy: 3.279 eV. The HOMO energy comes out at -0.069 hartree.

Here is a cluster of 2 separate species, C3H5BrO in total from the Open Molecules 2025 dataset. Energies are from ωB97M-V/def2-TZVPD.

The geometry in XYZ format:
```
10
Properties=species:S:1:pos:R:3:forces:R:3
C -0.04472 0.04099 0.21503 -0.4319 -3.8187 2.9530
C -1.18361 0.26722 -0.68198 -1.5079 -0.1257 1.5970
C 1.48251 -0.13927 0.10129 -3.6097 -2.2724 -0.6178
O -0.74433 1.15318 0.38415 0.4758 2.1103 -1.6924
Br -2.97972 -0.27774 -0.00868 0.8218 -0.2495 -0.9890
H -0.75216 -1.03147 1.62604 1.6327 1.5719 -2.6529
H -1.24912 0.52457 -1.75757 0.4707 0.2195 1.0034
H 1.69517 -1.19605 0.28254 0.1843 0.4186 0.0815
H 1.97908 0.51618 0.68026 1.4842 1.8984 2.8114
H 1.79691 0.14239 -0.84108 0.4799 0.2478 -2.4942
```
Positions in Å, forces in eV/Å.

The value obtained for the gap between HOMO and LUMO is 9.3 eV. As for the molecular weight: 136.976 g mol⁻¹. Its calculated total energy is -2766.37044 Eh. Its charge is 0. Its strongest force on any atom is 0.0943 hartree/bohr. As for the LUMO energy: 0.309 eV. The HOMO energy comes out at -0.329 hartree.

Here is a cluster of 2 separate species, C3H5BrO in total from the Open Molecules 2025 dataset. Energies are from ωB97M-V/def2-TZVPD.

The geometry in XYZ format:
```
10
Properties=species:S:1:pos:R:3:forces:R:3
C 0.39672 2.14612 0.31289 1.3490 -2.9887 -1.4338
C -0.00938 -0.93535 -0.42954 -1.0544 3.5979 -1.9011
C -1.06167 -0.44868 0.38033 -2.9597 -0.9249 0.0683
O 1.14700 1.55312 -0.41794 -0.9481 3.2130 1.6897
Br -2.74205 0.24376 -0.15147 0.3466 -0.3069 -0.4682
H 0.28866 3.16016 0.60542 0.2839 1.7039 -0.0083
H 0.62140 -1.49290 0.10600 2.4859 -2.5006 1.9997
H 0.49707 0.05683 -0.61042 -0.0897 -2.1877 -0.9037
H -0.38933 -1.38670 -1.27962 -0.2154 -1.0457 -1.8951
H -0.81173 0.09677 1.18790 0.8018 1.4397 2.8526
```
Positions in Å, forces in eV/Å.

The value obtained for the gap between HOMO and LUMO (alpha / beta) is 7.3 / 9.7 eV. As for the molecular weight: 136.976 g mol⁻¹. Its spin multiplicity is 3. Its calculated total energy is -2766.36572 Eh. Its charge is 0. Its strongest force on any atom is 0.0817 hartree/bohr. As for the LUMO energy (alpha / beta): 0.136 / -0.557 eV. The HOMO energy (alpha / beta) comes out at -0.263 / -0.375 hartree.

Here is a structure of composition C3H5BrS from the Open Molecules 2025 dataset. Energies are from ωB97M-V/def2-TZVPD.

The geometry in XYZ format:
```
10
Properties=species:S:1:pos:R:3:forces:R:3
C 1.12348 -1.04727 -0.64830 0.3489 -0.6825 0.0548
C -0.81025 1.76652 0.69188 0.6126 -3.2732 -1.0995
C -0.02779 -0.43961 -0.72763 -2.5851 0.2078 1.0889
S 0.01632 1.43591 -0.69230 -0.3840 -0.5064 1.4069
Br 2.79729 1.66926 0.11388 -0.4958 0.1631 -0.2530
H 1.97017 -0.37986 -0.65402 0.7378 -0.5243 0.0057
H 1.18446 -2.13423 -0.48795 0.0672 0.6275 -0.3250
H -1.03409 0.85374 1.31365 0.1294 1.4286 -0.4507
H -0.98904 2.74909 1.02228 -0.1790 1.0021 0.1647
H -1.04308 -0.98756 -0.55774 1.7480 1.5572 -0.5929
```
Positions in Å, forces in eV/Å.

The value obtained for the gap between HOMO and LUMO (alpha / beta) is 6.6 / 6.8 eV. As for the molecular weight: 153.044 g mol⁻¹. Its calculated total energy is -3089.39613 Eh. Its charge is 0. Its strongest force on any atom is 0.0682 hartree/bohr. As for the LUMO energy (alpha / beta): -1.715 / -1.654 eV. The HOMO energy (alpha / beta) comes out at -0.307 / -0.309 hartree.

Here is an isolated molecule of C3H5BrS from the Open Molecules 2025 dataset. Energies are from ωB97M-V/def2-TZVPD.

The geometry in XYZ format:
```
10
Properties=species:S:1:pos:R:3:forces:R:3
S 0.08870 -2.20270 -1.57860 0.3099 -0.6232 0.7395
C -0.15304 -1.32533 -0.23180 0.2146 -2.3040 -1.6023
C -0.52887 0.03792 -0.42079 3.3442 2.2874 1.2832
C 0.56900 0.90584 0.56515 -2.1347 1.4999 -4.5805
Br -0.28137 2.38209 1.51954 0.1732 -0.2859 -0.1718
H -0.13003 -1.75460 0.75837 0.0666 -0.1658 0.2693
H -0.27304 0.23632 -1.46916 -0.6888 0.6107 0.4166
H -1.55561 0.07860 -0.18391 -1.2486 0.9789 0.4647
H 0.97486 0.26724 1.27519 1.0260 -0.9449 1.0961
H 1.28940 1.37462 -0.23400 -1.0625 -1.0532 2.0852
```
Positions in Å, forces in eV/Å.

The value obtained for the gap between HOMO and LUMO is 8.4 eV. As for the molecular weight: 153.044 g mol⁻¹. As for the SMILES: S=CCCBr. Its calculated total energy is -3089.44495 Eh. Its charge is 0. Its strongest force on any atom is 0.1025 hartree/bohr. As for the LUMO energy: -0.486 eV. The HOMO energy comes out at -0.326 hartree.

Here is an isolated molecule of C3H5BrS from the Open Molecules 2025 dataset. Energies are from ωB97M-V/def2-TZVPD.

The geometry in XYZ format:
```
10
Properties=species:S:1:pos:R:3:forces:R:3
S 2.39031 -0.58760 0.25951 2.9598 0.0194 -1.0074
C 0.99807 -0.50929 0.93462 -1.1121 -0.7605 2.1146
C -0.23015 -0.57347 0.16335 -2.4427 1.9707 -1.2379
C -0.34905 0.78387 -0.71071 -1.9651 -0.6850 2.1566
Br -2.04629 0.70453 -1.71213 0.3762 -0.1696 -0.3062
H 0.89372 -0.51224 2.04397 0.0635 0.2604 -0.7047
H -0.32190 -1.44109 -0.52903 0.1123 0.4958 0.7713
H -1.10300 -0.44058 0.86687 0.6333 -0.8469 -0.9216
H -0.70500 1.53496 0.05016 1.3915 -0.2592 -1.0217
H 0.47329 1.04091 -1.36661 -0.0166 -0.0249 0.1570
```
Positions in Å, forces in eV/Å.

The value obtained for the gap between HOMO and LUMO is 8.5 eV. As for the molecular weight: 153.044 g mol⁻¹. As for the SMILES: S=CCCBr. Its calculated total energy is -3089.45951 Eh. Its charge is 0. Its strongest force on any atom is 0.0656 hartree/bohr. As for the LUMO energy: -0.480 eV. The HOMO energy comes out at -0.331 hartree.